(1)
The following is a quantum chemistry calculation of 10 unconnected molecules or ions with the total composition C50H124F6N8O12S2 at a distorted geometry, from OMol25.

Element x y z (Å)
1 C -1.84817 -8.18542 -4.34198
2 C -3.33989 -8.11819 -4.19001
3 C -4.04289 -9.29558 -4.93645
4 O -5.37212 -9.44938 -4.47189
5 C -6.02827 -10.44118 -5.13762
6 N -3.69814 -7.98354 -2.67414
7 H -4.57890 -8.37987 -2.37871
8 H -3.02540 -8.59345 -2.23196
9 H -3.58382 -7.06330 -2.27392
10 H -1.36394 -7.29165 -3.94857
11 H -1.51300 -8.46907 -5.33964
12 H -1.54960 -9.09946 -3.82867
13 H -3.69439 -7.13702 -4.50585
14 H -3.37681 -10.15824 -4.92129
15 H -4.08360 -9.04159 -5.99567
16 H -5.54201 -11.27121 -4.62509
17 H -5.71880 -10.43859 -6.18276
18 H -7.08107 -10.42168 -4.85596
19 C 4.49790 -7.03863 -11.39152
20 C 4.06617 -7.17826 -9.92281
21 C 3.53738 -5.82595 -9.37348
22 O 2.99403 -5.90610 -8.09459
23 C 2.41040 -4.59974 -7.90415
24 N 2.89957 -8.20420 -9.77697
25 H 3.05325 -9.07609 -10.26306
26 H 2.70331 -8.37774 -8.80153
27 H 2.11137 -7.71728 -10.17916
28 H 3.80369 -6.42750 -11.96831
29 H 4.80631 -7.88507 -12.00514
30 H 5.47084 -6.56064 -11.27732
31 H 4.87766 -7.60733 -9.33504
32 H 2.89126 -5.42391 -10.15387
33 H 4.42067 -5.19392 -9.46530
34 H 2.84689 -3.76024 -8.44527
35 H 2.11153 -4.35297 -6.88539
36 H 1.43909 -4.78028 -8.36465
37 C 3.96365 4.50596 -10.64772
38 C 4.21579 3.99971 -9.15663
39 C 3.03246 3.16513 -8.55611
40 O 3.30289 2.96885 -7.19111
41 C 2.08499 2.63998 -6.55974
42 N 5.44243 3.05430 -9.21758
43 H 5.25902 2.34489 -9.91271
44 H 6.25771 3.52157 -9.58777
45 H 5.63948 2.54881 -8.36566
46 H 4.03453 3.69784 -11.37575
47 H 4.79557 5.09523 -11.03340
48 H 2.92792 4.76630 -10.86592
49 H 4.52672 4.90837 -8.64112
50 H 2.88430 2.25878 -9.14319
51 H 2.17220 3.83432 -8.57160
52 H 2.30855 1.92055 -5.77199
53 H 1.40818 2.09039 -7.21394
54 H 1.46480 3.46789 -6.21619
55 C -8.74110 2.18837 -2.43924
56 C -9.54641 1.29825 -1.50351
57 C -11.09169 1.42980 -1.49920
58 O -11.67385 0.36949 -0.90098
59 C -13.05929 0.69278 -0.56702
60 N -9.25447 -0.14445 -2.00008
61 H -9.89074 -0.64464 -1.39588
62 H -9.53483 -0.26028 -2.96344
63 H -8.34845 -0.58238 -1.91375
64 H -8.54259 3.14260 -1.95127
65 H -9.20174 2.42698 -3.39787
66 H -7.68215 1.95125 -2.54178
67 H -9.30127 1.35254 -0.44282
68 H -11.44982 1.49522 -2.52660
69 H -11.30472 2.29224 -0.86758
70 H -13.21277 1.52309 0.12229
71 H -13.44826 -0.12144 0.04440
72 H -13.67146 0.91671 -1.44064
73 C 2.97387 -8.11821 5.27542
74 N 1.93329 -7.28945 4.40006
75 C 2.08336 -5.90848 5.06345
76 C 2.36948 -7.24579 2.95707
77 C 0.59477 -8.10963 4.62361
78 C -0.56428 -7.32875 3.94702
79 O -1.39603 -6.64976 4.81298
80 H 3.96886 -7.67364 5.25405
81 H 3.02707 -9.13549 4.88758
82 H 2.58355 -8.04756 6.29068
83 H 3.08973 -5.49550 4.99448
84 H 1.88406 -6.11954 6.11409
85 H 1.31352 -5.18178 4.80392
86 H 3.44153 -7.05565 2.90539
87 H 1.90086 -6.38221 2.48513
88 H 2.02981 -8.18042 2.51077
89 H 0.29254 -8.25733 5.66040
90 H 0.81728 -9.07603 4.17121
91 H -1.19283 -8.06485 3.44584
92 H -0.19721 -6.67332 3.15723
93 H -1.87800 -6.01624 4.27637
94 C 3.60832 9.56511 0.60114
95 N 2.22102 9.24588 -0.03473
96 C 1.17843 9.50698 1.13921
97 C 1.98167 10.09273 -1.30475
98 C 2.11782 7.72761 -0.39073
99 C 1.89032 6.72094 0.79239
100 O 2.78043 6.99034 1.81888
101 H 3.75774 10.64073 0.50730
102 H 4.31201 9.10649 -0.09355
103 H 3.53665 9.27365 1.64900
104 H 0.17644 9.18986 0.85014
105 H 1.17085 10.59658 1.16778
106 H 1.58785 9.14770 2.08334
107 H 1.14695 9.74831 -1.91528
108 H 2.87320 10.03332 -1.92904
109 H 1.85936 11.13287 -1.00271
110 H 3.08704 7.54802 -0.85597
111 H 1.38437 7.70001 -1.19658
112 H 1.95420 5.66443 0.53205
113 H 0.87634 6.78241 1.18756
114 H 2.60314 6.39134 2.54782
115 C 9.81758 5.63206 1.48725
116 C 10.61660 4.58509 0.64721
117 C 10.21143 3.14215 0.82054
118 C 9.25163 2.54542 -0.15183
119 N 8.62541 1.30483 0.39794
120 C 7.62866 0.65443 -0.65778
121 C 6.21562 1.05132 -0.10878
122 C 6.39622 0.86302 1.42562
123 C 7.76148 1.54052 1.67106
124 C 9.78799 0.34309 0.88644
125 C 9.39668 -1.14447 1.26647
126 C 9.52193 -2.26125 0.24420
127 H 8.85521 5.81780 1.01035
128 H 10.42706 6.53381 1.54614
129 H 9.61129 5.20989 2.47078
130 H 11.60429 4.69888 1.09399
131 H 10.53630 4.81335 -0.41559
132 H 10.14763 2.80409 1.85483
133 H 11.10822 2.66630 0.42376
134 H 9.74938 2.29345 -1.08822
135 H 8.39437 3.18729 -0.35488
136 H 7.76756 -0.42622 -0.68927
137 H 7.84061 1.07506 -1.64075
138 H 5.45697 0.33681 -0.42819
139 H 5.92043 2.07043 -0.35854
140 H 6.29413 -0.18272 1.71561
141 H 5.57590 1.33397 1.96726
142 H 8.33525 1.18558 2.52716
143 H 7.66766 2.61772 1.80862
144 H 10.28051 0.71401 1.78530
145 H 10.60262 0.29125 0.16410
146 H 8.36704 -1.07525 1.61742
147 H 10.06894 -1.38625 2.08970
148 H 8.63251 -2.66629 -0.23847
149 H 9.94770 -3.18122 0.64479
150 H 10.06427 -1.83234 -0.59842
151 C -11.22561 3.22592 6.34315
152 C -10.42873 2.71842 7.56722
153 C -9.03395 3.34568 7.67547
154 C -8.03432 2.81056 6.62727
155 N -6.50282 3.08885 6.80379
156 C -6.13733 4.59045 6.98183
157 C -6.07987 5.26009 5.63170
158 C -5.38462 4.18794 4.75315
159 C -5.66881 2.80005 5.46934
160 C -5.94254 2.23906 7.99464
161 C -6.06395 0.66068 7.69149
162 C -5.52214 -0.13869 8.95621
163 H -11.78083 4.12303 6.61704
164 H -12.02478 2.54353 6.05376
165 H -10.71226 3.29591 5.38415
166 H -10.20076 1.65258 7.57730
167 H -10.97025 2.81458 8.50830
168 H -8.59840 3.21215 8.66571
169 H -9.35494 4.38723 7.66045
170 H -8.25313 3.14510 5.61321
171 H -8.10934 1.72677 6.53863
172 H -5.10952 4.66904 7.33617
173 H -6.80697 5.03683 7.71697
174 H -5.55615 6.21602 5.62818
175 H -7.07161 5.48186 5.23754
176 H -4.29842 4.24869 4.82079
177 H -5.75509 4.21707 3.72846
178 H -4.71715 2.45841 5.87643
179 H -6.08925 2.04640 4.80349
180 H -6.49212 2.44455 8.91325
181 H -4.88978 2.46432 8.16512
182 H -5.47698 0.40957 6.80803
183 H -7.08219 0.27910 7.61602
184 H -5.43380 -1.22356 8.89814
185 H -6.12548 0.30138 9.75020
186 H -4.57528 0.25100 9.32994
187 C 1.68615 1.28782 7.63977
188 F 1.51265 1.21623 6.33325
189 F 0.83506 0.49964 8.31955
190 F 2.91926 0.97757 7.85198
191 S 1.55309 3.22931 8.06653
192 O 2.37739 3.85619 7.01772
193 O 0.08381 3.50845 7.99882
194 O 2.11610 3.26930 9.46948
195 C -1.37576 -0.49442 0.90348
196 F -1.98982 -1.05372 1.91772
197 F -1.69523 0.78633 0.58933
198 F -0.08000 -0.52077 1.27207
199 S -2.00101 -1.52228 -0.61238
200 O -1.24901 -1.05133 -1.77774
201 O -1.62195 -2.96845 -0.47017
202 O -3.49409 -1.32248 -0.62700

The calculation puts the max |F| at 4.51 eV/A. Its spin multiplicity is 1. The net charge is +6. Its highest occupied orbital energy is -13.3 eV. The HOMO-LUMO gap comes out at 4.543 eV.



(2)
The following is a quantum chemistry calculation of C3H3NO in the gas phase at a distorted geometry, from OMol25.

Element x y z (Å)
1 C 1.87111 0.77210 0.03035
2 C 0.67809 0.70590 0.32933
3 C -0.69124 0.73111 -0.12628
4 N -1.34456 -0.31819 -0.04680
5 O -0.31999 -1.31687 -0.10955
6 H 2.99435 0.40311 0.25864
7 H -1.42424 1.47111 -0.35946
8 H -0.74601 -2.36657 -0.09562

The calculation puts the max |F| at 5.97 eV/A. Its spin multiplicity is 1. Its energy relative to the best compared isomer or geometry (same formula, charge and spin) is 123.4 kcal/mol. The net charge is 0. Its highest occupied orbital energy is -9.6 eV. The HOMO-LUMO gap comes out at 9.966 eV.



(3)
The following is a quantum chemistry calculation of a molecular structure, C8H18AgN3O9PbS at a distorted geometry, from OMol25.

Element x y z (Å)
1 Pb 2.62131 2.10817 4.88406
2 Ag 4.28408 0.92265 0.36118
3 N 1.00890 1.34732 1.74167
4 O 1.88108 0.90419 0.97665
5 O 1.25933 1.74303 2.95732
6 O -0.14384 1.39708 1.38129
7 C 0.56831 -2.13705 -1.32397
8 C -0.67033 -1.38106 -0.94570
9 O -1.49599 -1.23947 -2.07234
10 S -1.31140 -2.67404 -2.92585
11 O -1.14617 -2.42543 -4.32509
12 O -2.34437 -3.57920 -2.52903
13 O 0.12533 -3.07478 -2.32188
14 H 1.02484 -2.55735 -0.42876
15 H 1.28847 -1.39847 -1.68338
16 H -0.41344 -0.39483 -0.54780
17 H -1.32144 -1.81606 -0.17826
18 C 1.37031 1.92953 -2.37897
19 C 2.51783 2.96875 -2.53859
20 O 3.64136 2.67898 -2.12046
21 N 2.14278 4.14963 -2.98807
22 C 3.05524 5.33327 -3.08218
23 H 0.52486 2.08638 -1.70247
24 H 1.86920 1.08215 -1.90617
25 H 0.85350 1.66786 -3.30297
26 H 1.26192 4.29423 -3.45284
27 H 3.92740 5.06018 -3.67601
28 H 3.32298 5.62230 -2.07053
29 H 2.66686 6.17161 -3.65580
30 C -4.13622 -3.54640 3.72758
31 C -2.88360 -3.02733 3.08204
32 O -2.18980 -3.62129 2.26403
33 N -2.47308 -1.81304 3.53016
34 C -1.28758 -1.18738 2.97743
35 H -4.06046 -3.53335 4.81560
36 H -4.43993 -4.56359 3.48871
37 H -5.00201 -2.95779 3.41539
38 H -3.16966 -1.32014 4.06661
39 H -1.39472 -0.74092 1.98967
40 H -0.54407 -1.97467 2.83336
41 H -0.78779 -0.50367 3.66439

The calculation puts the max |F| at 3.54 eV/A. Its spin multiplicity is 1. The net charge is +2. Its highest occupied orbital energy is -13.5 eV. The HOMO-LUMO gap comes out at 2.086 eV.